1.
# C40H45BN2O2S

A 2-piece molecular cluster, C40H45BN2O2S overall (ωB97M-V/def2-TZVPD, the OMol25 dataset).

**Highest occupied orbital energy**: -6.26 eV
**Kohn-Sham gap**: 5.739 eV
**Electronic energy**: -60795.8777 eV

Element x y z (Å)
1 C -5.3849 -0.6649 3.2642
2 C -3.9559 -0.9282 2.9378
3 C -3.3537 -1.0442 1.6849
4 C -1.9460 -1.2363 1.7435
5 C -1.4196 -1.1842 3.0320
6 B -1.0149 3.3864 1.0349
7 C -0.2296 -1.9096 3.4615
8 C 0.2445 -1.8256 4.7931
9 C 1.3353 -2.5583 5.2183
10 C 2.0268 -3.4080 4.3215
11 N 3.0808 -4.1720 4.7404
12 C 3.8499 -4.9842 3.8126
13 C 3.5316 -4.1782 6.1150
14 C 1.5635 -3.4871 2.9835
15 C 0.4418 -2.7862 2.5660
16 O -1.5224 2.7624 -0.1240
17 C -2.9261 3.0868 -0.1378
18 C -3.1477 4.3286 -1.0027
19 C -3.6401 1.8800 -0.7228
20 C -3.2241 3.3856 1.4170
21 C -4.2641 4.4291 1.7722
22 C -3.4413 2.0828 2.1663
23 O -1.9736 3.9574 1.8577
24 S -2.7643 -1.0189 4.1938
25 H -6.0432 -1.0027 2.4505
26 H -5.6484 -1.1857 4.1949
27 H -5.5819 0.4048 3.4455
28 H -3.9304 -1.0263 0.7556
29 H -1.3139 -1.4322 0.8781
30 H -0.2737 -1.1788 5.5066
31 H 1.6926 -2.4909 6.2439
32 H 3.1945 -5.6850 3.2690
33 H 4.3922 -4.3559 3.0765
34 H 4.5783 -5.5601 4.4022
35 H 3.8128 -3.1752 6.4576
36 H 2.7662 -4.5712 6.7956
37 H 4.4101 -4.8258 6.1705
38 H 2.1006 -4.1174 2.2727
39 H 0.0655 -2.9493 1.5486
40 H -4.2075 4.6201 -1.0081
41 H -2.5508 5.1801 -0.6523
42 H -2.8547 4.1092 -2.0363
43 H -4.7246 1.9630 -0.5530
44 H -3.4557 1.8499 -1.8067
45 H -3.2637 0.9334 -0.3066
46 H -5.2780 4.1152 1.5031
47 H -4.2343 4.5935 2.8566
48 H -4.0228 5.3730 1.2705
49 H -4.4288 1.6455 1.9583
50 H -2.6386 1.3484 1.9038
51 H -3.3326 2.2202 3.2514
52 C 5.2641 -1.0759 1.1872
53 N 4.2852 -0.4528 0.3056
54 C 4.7022 -0.2230 -1.0778
55 C 3.0710 -0.0416 0.7819
56 C 2.7587 -0.1125 2.1783
57 C 1.5826 0.4237 2.6464
58 C 0.5846 0.9408 1.7579
59 C -0.6313 1.4252 2.3882
60 C 0.4040 3.9916 1.1028
61 C 1.0836 4.0017 2.3335
62 C 2.3313 4.6696 2.3442
63 C 2.7855 5.3766 1.2203
64 C 2.0878 5.3224 0.0118
65 C 0.8991 4.5945 -0.0475
66 C 0.5331 3.4013 3.5820
67 C -0.4197 2.2790 3.5760
68 C -0.9323 1.8403 4.8229
69 C -0.3898 2.2625 6.0357
70 C 0.5983 3.2524 6.0367
71 C 1.0029 3.8390 4.8325
72 C 0.8571 0.9118 0.3621
73 C 2.0815 0.4722 -0.1064
74 H 4.8174 -1.9437 1.7023
75 H 6.0909 -1.4228 0.5538
76 H 5.6429 -0.3610 1.9441
77 H 4.8347 0.8436 -1.3179
78 H 5.6670 -0.7236 -1.2167
79 H 3.9955 -0.6590 -1.8065
80 H 3.4641 -0.5596 2.8858
81 H 1.3806 0.4462 3.7242
82 H 2.9219 4.6664 3.2565
83 H 3.6891 5.9906 1.2924
84 H 2.4336 5.8717 -0.8727
85 H 0.3600 4.4992 -0.9857
86 H -1.7192 1.0779 4.7938
87 H -0.7290 1.8095 6.9650
88 H 1.0395 3.5818 6.9777
89 H 1.7186 4.6685 4.8798
90 H 0.1179 1.2891 -0.3402
91 H 2.3004 0.4862 -1.1771

Mulliken population analysis, charges in e, atoms 1 to 6: -1.35, 0.79, -1.04, -0.12, 0.65, 1.69

=====

2.
# C40H45BrCoN4OSSi

C40H45BrCoN4OSSi as an isolated structure (ωB97M-V/def2-TZVPD, the OMol25 dataset).

**Highest occupied orbital energy (alpha / beta)**: -5.99 / -7.12 eV
**Kohn-Sham gap (alpha / beta)**: 4.970 / 6.136 eV
**Energy relative to the best compared isomer or geometry (same formula, charge and spin)**: 25.56 kcal/mol
**Multiplicity**: 4
**Electronic energy**: -176601.9187 eV

Element x y z (Å)
1 Co 1.1235 0.7945 0.2896
2 C 4.0338 3.4828 2.1719
3 C 2.8390 2.7588 1.6173
4 N 2.8963 1.8707 0.6613
5 N 4.0882 1.6241 0.0712
6 C 4.2459 0.6063 -0.7991
7 N 5.4940 0.4914 -1.3387
8 S 2.9954 -0.3883 -1.2532
9 C 1.5259 3.0382 2.1308
10 C 1.2827 4.0675 3.0551
11 C 0.0064 4.2935 3.5091
12 C -1.0318 3.4945 3.0302
13 C -0.7328 2.5229 2.1002
14 N 0.5010 2.2886 1.6492
15 H 4.9710 2.9749 1.9549
16 H 3.9530 3.5324 3.2565
17 H 4.0990 4.5030 1.7865
18 H 4.8708 2.2272 0.2674
19 H 6.2907 0.8051 -0.8050
20 H 5.6318 -0.3610 -1.8556
21 H 2.1018 4.6835 3.3982
22 H -0.1944 5.0813 4.2228
23 H -2.0499 3.6352 3.3623
24 H -1.5198 1.9090 1.6863
25 C 0.4881 -5.7075 4.3458
26 C -0.7863 -5.1573 3.6867
27 C -1.6980 -4.5492 4.7644
28 C -1.5320 -6.3305 3.0459
29 C -0.4229 -4.0752 2.6741
30 C 0.3205 -2.9747 3.0689
31 C 0.5821 -1.9705 2.1617
32 Br 1.7154 -0.5384 2.7271
33 C 0.1141 -1.9338 0.8334
34 O 0.2886 -0.8952 0.0455
35 C -0.5495 -3.1253 0.4065
36 C -0.8050 -4.1249 1.3359
37 C -0.9779 -3.3064 -1.0507
38 C -2.1027 -2.3235 -1.3916
39 C 0.2246 -3.0757 -1.9792
40 C -1.5015 -4.7202 -1.3260
41 H 0.2395 -6.5262 5.0253
42 H 1.0082 -4.9397 4.9197
43 H 1.1750 -6.0816 3.5846
44 H -1.9439 -5.2995 5.5206
45 H -2.6276 -4.1939 4.3157
46 H -1.2181 -3.7047 5.2608
47 H -1.7535 -7.0746 3.8131
48 H -0.9312 -6.8105 2.2711
49 H -2.4785 -6.0093 2.6074
50 H 0.7065 -2.8825 4.0758
51 H -1.3414 -4.9971 0.9943
52 H -1.7422 -1.3044 -1.3209
53 H -2.9421 -2.4526 -0.7029
54 H -2.4568 -2.4971 -2.4108
55 H 0.6193 -2.0695 -1.8713
56 H -0.0750 -3.2122 -3.0215
57 H 1.0180 -3.7916 -1.7499
58 H -2.4247 -4.9232 -0.7790
59 H -0.7601 -5.4807 -1.0722
60 H -1.7181 -4.8039 -2.3923
61 C 0.6783 6.3947 -2.4079
62 C 0.6864 5.9595 -1.0909
63 C 0.5329 4.6107 -0.8006
64 C 0.3651 3.6623 -1.8117
65 C 0.3665 4.1221 -3.1327
66 C 0.5213 5.4700 -3.4300
67 Si -0.0360 1.8258 -1.4313
68 C 0.0777 0.9710 -3.1359
69 C -1.0625 0.4775 -3.7698
70 C -0.9965 -0.0927 -5.0349
71 C 0.2178 -0.1718 -5.6990
72 C 1.3623 0.3267 -5.0903
73 C 1.2898 0.8887 -3.8254
74 C -1.9165 1.8626 -1.0481
75 C -2.7012 2.9427 -1.4590
76 C -4.0684 2.9733 -1.2152
77 C -4.6834 1.9174 -0.5573
78 C -3.9226 0.8315 -0.1468
79 C -2.5558 0.8098 -0.3876
80 H 0.7879 7.4476 -2.6364
81 H 0.8042 6.6747 -0.2847
82 H 0.5309 4.2959 0.2371
83 H 0.2318 3.4180 -3.9431
84 H 0.5093 5.7974 -4.4628
85 H -2.0240 0.5463 -3.2763
86 H -1.8993 -0.4670 -5.5031
87 H 0.2711 -0.6139 -6.6862
88 H 2.3143 0.2806 -5.6061
89 H 2.1941 1.2745 -3.3669
90 H -2.2362 3.7743 -1.9756
91 H -4.6557 3.8232 -1.5420
92 H -5.7489 1.9410 -0.3646
93 H -4.3944 -0.0032 0.3584
94 H -1.9727 -0.0442 -0.0579

Mulliken population analysis, charges in e, atoms 1 to 6: -0.66, -2.04, 1.07, 1.07, -0.90, 0.46

=====

3.
# C40H45CrN7PSSb

C40H45CrN7PSSb as an isolated structure (ωB97M-V/def2-TZVPD, the OMol25 dataset).

**Charge**: +2
**Highest occupied orbital energy (alpha / beta)**: -12.95 / -13.13 eV
**Kohn-Sham gap (alpha / beta)**: 8.270 / 8.190 eV
**Energy relative to the best compared isomer or geometry (same formula, charge and spin)**: 0.00 kcal/mol
**Multiplicity**: 5
**Electronic energy**: -107714.1630 eV

Element x y z (Å)
1 Cr 0.7372 0.2531 0.2742
2 N 2.7358 0.7213 2.6307
3 P 1.3392 -0.2858 2.5474
4 C 1.8971 -1.9685 2.8651
5 C 1.9283 -2.5256 4.1427
6 C 2.4001 -3.8186 4.3212
7 C 2.8524 -4.5535 3.2324
8 C 2.8349 -4.0020 1.9569
9 C 2.3523 -2.7157 1.7759
10 C 0.3494 0.1875 3.9672
11 C 0.6432 1.2993 4.7482
12 C -0.1966 1.6461 5.8008
13 C -1.3277 0.8903 6.0669
14 C -1.6249 -0.2211 5.2850
15 C -0.7904 -0.5708 4.2377
16 C 3.4219 1.0530 1.4702
17 C 4.7635 1.4435 1.5296
18 C 5.3970 1.8211 0.3729
19 C 4.6965 1.8120 -0.8357
20 C 3.3911 1.4048 -0.8147
21 N 2.7469 1.0138 0.3093
22 H 3.3185 0.6613 3.4574
23 H 1.5709 -1.9623 4.9965
24 H 2.4156 -4.2535 5.3118
25 H 3.2212 -5.5603 3.3788
26 H 3.1865 -4.5757 1.1092
27 H 2.3259 -2.2938 0.7753
28 H 1.5172 1.9058 4.5476
29 H 0.0375 2.5061 6.4143
30 H -1.9796 1.1633 6.8862
31 H -2.5053 -0.8144 5.4935
32 H -1.0301 -1.4404 3.6337
33 H 5.2793 1.4415 2.4807
34 H 6.4358 2.1253 0.4029
35 H 5.1538 2.1185 -1.7648
36 H 2.7994 1.3923 -1.7189
37 C -1.3021 -3.7835 2.2642
38 C -2.2133 -2.9282 1.3836
39 Sb -1.2157 -1.6719 -0.0035
40 C -0.4568 -3.1181 -1.3846
41 C -1.2292 -4.4367 -1.4557
42 C -2.8514 -0.8943 -1.1148
43 C -4.1042 -1.7692 -1.1128
44 H -1.8996 -4.5034 2.8258
45 H -0.7354 -3.1934 2.9856
46 H -0.5715 -4.3507 1.6861
47 H -2.8683 -2.2864 1.9750
48 H -2.8586 -3.5529 0.7652
49 H 0.5920 -3.2854 -1.1319
50 H -0.4755 -2.6091 -2.3513
51 H -1.2168 -4.9745 -0.5089
52 H -0.7920 -5.0971 -2.2064
53 H -2.2725 -4.2842 -1.7316
54 H -2.4590 -0.7468 -2.1233
55 H -3.0553 0.0991 -0.7125
56 H -3.9187 -2.7636 -1.5190
57 H -4.8823 -1.3109 -1.7249
58 H -4.5147 -1.8919 -0.1105
59 N 1.9383 -2.5995 -9.9857
60 C 1.6865 -2.1103 -8.9783
61 C 1.3699 -1.5056 -7.7022
62 C 2.3738 -1.3376 -6.7542
63 C 2.0758 -0.7600 -5.5318
64 C 0.7730 -0.3763 -5.2685
65 C -0.2359 -0.5360 -6.2011
66 C 0.0679 -1.0975 -7.4294
67 N 0.4508 0.1890 -3.9844
68 C -0.3885 1.2576 -3.7285
69 C -0.3874 1.4270 -2.3842
70 N 0.4434 0.4717 -1.8097
71 C 0.9251 -0.2442 -2.8088
72 H 3.3850 -1.6457 -6.9823
73 H 2.8614 -0.5925 -4.8061
74 H -1.2530 -0.2463 -5.9713
75 H -0.7047 -1.2336 -8.1736
76 H -0.8808 1.7986 -4.5180
77 H -0.9219 2.1446 -1.7842
78 H 1.5740 -1.1008 -2.7189
79 N 0.8696 3.7106 1.7217
80 C -0.4137 3.5319 1.3397
81 S -1.0483 1.9547 1.1566
82 N -1.0981 4.6529 1.1181
83 C -2.4214 4.9201 0.6295
84 C -2.6364 6.2437 0.2591
85 C -3.8714 6.6430 -0.2171
86 C -4.9040 5.7215 -0.3268
87 C -4.6819 4.4087 0.0556
88 C -3.4460 3.9912 0.5395
89 H 1.3665 2.9120 2.0821
90 H 1.2434 4.6219 1.9287
91 H -0.5802 5.5082 1.2637
92 H -1.8344 6.9703 0.3413
93 H -4.0249 7.6755 -0.5005
94 H -5.8726 6.0286 -0.6969
95 H -5.4858 3.6871 -0.0086
96 H -3.3064 2.9704 0.8546

Mulliken population analysis, charges in e, atoms 1 to 6: 0.78, 0.40, 0.59, 0.31, -0.22, -0.73

=====

Q: Among the records above, which one has the highest electronic energy?
A: C40H45BN2O2S

=====

Q: Which formula does entry 2 have?
A: C40H45BrCoN4OSSi

=====

Q: Which of these has the highest electronic energy?
A: C40H45BN2O2S

=====

Q: Among the records above, which one has the lowest electronic energy?
A: C40H45BrCoN4OSSi